Record 1
C45H48ClCrF3IN4OPS | ωB97M-V/def2-TZVPD

Values from the calculation:
Electronic energy in eV: -132774.009
Kohn-Sham gap (alpha / beta) in eV: 6.049 / 5.820

Structure (ORCA input):
```
! wB97M-V def2-TZVPD RIJCOSX def2/J DEFGRID3
* xyz 1 4
I 3.40314 -1.56041 -2.96973
Cr 1.40141 0.28801 1.53159
Cl 7.09192 2.54859 -1.68694
S -0.42384 -1.24138 2.20083
P -1.23931 -0.56253 -1.03727
F 0.12811 -5.67991 3.21924
F -1.22402 -4.12996 2.53987
F -0.34804 -4.00317 4.51876
O 2.06397 -0.19426 -0.27503
N 1.06792 0.87493 3.49769
N 0.35472 2.04053 1.20397
N 2.10865 -1.56180 2.05676
N 3.13387 1.45217 1.43036
C -3.65434 2.10584 -0.29044
C -2.00539 0.10141 -3.82630
C 3.24276 0.30525 -0.61063
C -0.35098 -5.09760 -1.88033
C 3.82898 1.26775 0.26500
C -0.65531 1.79166 -5.09237
C 0.97778 -2.23357 2.36465
C -2.88138 -0.35139 -0.17710
C 3.43608 -3.51003 2.22731
C 1.07388 -3.59533 2.71100
C -1.38262 4.23950 3.62135
C -0.21531 2.45812 4.79050
C -0.90688 3.73610 2.35503
C 5.18031 0.68832 -2.03308
C -2.98444 1.01186 0.53976
C 0.43715 1.85647 -3.99392
C 5.00114 1.98348 -0.02518
C 3.98369 -0.01264 -1.71998
C -0.12856 2.59308 2.34435
C 2.29974 -4.21735 2.63166
C -1.28312 0.39927 -5.15058
C 3.30014 -2.17778 1.96747
C -1.05939 3.63034 4.77682
C -0.10900 -4.35509 3.23757
C 3.56244 2.34812 2.29921
C -1.37016 -3.28723 -0.45733
C 0.11547 2.63362 0.05083
C -4.23709 -0.74397 -0.80487
C -1.14613 0.48580 -2.58173
C -4.94898 0.37454 -1.56789
C -0.33853 -4.13548 -3.06874
C 0.19312 1.79211 5.96138
C 0.32108 0.69240 -3.00091
C 5.42415 2.93887 0.92252
C -1.16953 4.34546 1.11111
C 0.24522 1.95541 3.58621
C 1.03797 0.72100 5.86866
C -1.39457 -2.31341 -1.64537
C 4.70660 3.12085 2.07346
C 5.66273 1.67523 -1.23431
C -0.25526 -2.67381 -2.60951
C 1.46509 0.28981 4.61077
C -0.64466 3.80493 -0.03206
C -5.04528 1.65833 -0.74129
C -1.49033 -4.74025 -0.92605
H 0.51298 2.15179 -0.83737
H -3.72662 3.02193 0.30780
H 5.01333 3.84496 2.81663
H -5.94690 0.02880 -1.84557
H -0.16713 2.13267 6.92714
H 1.37397 0.19275 6.74925
H 1.42998 1.83271 -4.45167
H -4.42163 0.59508 -2.49485
H -2.30454 -0.95040 -3.79306
H -2.91891 0.69462 -3.82250
H -3.58557 0.87349 1.45196
H -1.44903 2.51503 -4.87763
H 2.13125 -0.55624 4.50736
H 0.69413 -2.50578 -2.08599
H -1.98808 1.32930 0.86398
H -2.16243 -3.06261 0.26118
H -2.35224 -2.42612 -2.16631
H 0.60600 -5.03003 -1.34647
H 0.36156 2.80824 -3.45411
H 0.50198 -4.35613 -3.73438
H -0.26990 -2.02814 -3.48999
H -1.41953 4.01812 5.72331
H -0.50962 -0.35034 -5.35311
H 0.94772 0.86846 -2.12673
H 4.39782 -3.99600 2.12586
H 5.71847 0.43470 -2.93670
H -5.67272 1.48329 0.14278
H -1.48939 1.46263 -2.20518
H 2.99434 2.46286 3.21344
H -2.00968 5.12365 3.62275
H -0.45751 -6.12715 -2.23020
H 6.31878 3.51943 0.72717
H -5.52250 2.44564 -1.32949
H 4.14572 -1.56254 1.68277
H -2.44866 -4.87974 -1.44234
H -4.89154 -1.04487 0.02540
H -3.04892 2.34469 -1.17536
H -1.49126 -5.40622 -0.05866
H -2.70444 -1.08400 0.61141
H -1.25757 -4.27671 -3.65038
H -0.41122 -3.16749 0.06247
H 0.71439 -0.21206 -3.46013
H -2.00009 0.33980 -5.97246
H -4.13353 -1.62457 -1.44272
H -1.78430 5.24029 1.06903
H -0.81358 4.25743 -1.00150
H -0.23478 2.06406 -6.06044
H 2.37460 -5.27009 2.87691
*
```

Record 2
C45H49EuN3O5P2Si | ωB97M-V/def2-TZVPD

Values from the calculation:
Electronic energy in eV: -107952.276
Kohn-Sham gap (alpha / beta) in eV: 3.509 / 4.097

Structure (ORCA input):
```
! wB97M-V def2-TZVPD RIJCOSX def2/J DEFGRID3
* xyz 0 8
Eu -0.81312 -1.20698 -0.51745
P 1.94510 -0.40879 -0.84463
P -1.80361 1.67558 0.43607
Si -0.80547 0.60729 -2.65000
O 0.16554 -3.51694 -3.83009
O -2.81419 -1.51321 0.19932
O 0.47804 -3.04617 0.88180
O 0.31071 -2.49008 -1.85190
O -2.60809 -2.71171 2.04469
N -0.51945 -0.77409 2.16526
N -1.57966 -3.86936 -0.75106
N -0.72330 -1.73557 5.79727
C 5.04999 1.83259 0.77057
C -1.15308 -1.43358 4.39612
C 0.02864 -1.22708 3.43674
C -6.22366 2.94665 0.40911
C -0.24157 -3.25147 -2.72112
C -0.72931 2.47703 -2.04666
C -1.11638 2.33053 2.00662
C -1.06234 2.24757 4.42200
C 0.88375 2.95355 3.21152
C 0.99832 0.49798 -3.37623
C -5.75879 1.91362 -0.39044
C 3.06844 0.90374 -0.21844
C 0.25836 2.67562 4.41800
C 4.15990 -3.57412 0.48799
C -3.55033 2.20427 0.51176
C -2.88557 -3.86091 -0.07402
C 0.20512 2.78084 2.02118
C -2.80458 -2.61047 0.82110
C 2.53933 0.87189 -5.21926
C 3.88322 -3.87350 -1.87506
C -1.94003 0.82941 -4.21374
C 3.19198 -2.67861 -1.94999
C -1.74029 2.05728 3.23085
C 2.58350 2.19688 -0.40723
C -1.21969 2.89191 -0.80615
C -5.35262 3.60760 1.26038
C 4.31921 0.73010 0.35788
C -0.27347 3.47092 -2.91093
C -4.42921 1.54111 -0.34001
C -0.89548 5.20702 -1.37993
C -0.05912 -4.34732 1.09378
C -0.35421 4.81504 -2.59531
C 3.61739 0.54955 -4.41118
C 3.44617 -2.39015 0.42241
C -1.31270 4.24437 -0.48381
C 4.38704 -4.31544 -0.66201
C 2.98118 -1.91551 -0.80448
C -0.67127 -4.87513 -0.20849
C 3.31221 3.29288 0.00658
C -4.01988 3.24063 1.31377
C 1.25940 0.84375 -4.70101
C 4.54383 3.11151 0.61761
C 2.09015 0.10827 -2.59725
C -1.59010 -3.88991 -2.21212
C 3.38817 0.15699 -3.10858
H -0.25577 -0.91613 6.20818
H -0.06192 -2.52201 5.78824
H -3.05699 -4.77352 0.50524
H -1.16955 -5.84126 -0.03500
H -0.99650 6.25268 -1.12759
H 4.62750 0.60257 -4.78872
H -6.44092 1.40138 -1.05137
H -0.01026 5.56269 -3.29587
H -0.82777 -4.24490 1.86669
H 0.72816 -5.03284 1.44065
H 5.11726 3.96358 0.95040
H -1.74170 0.05813 -4.95168
H 4.54702 -3.92212 1.43489
H -2.76594 1.70863 3.23477
H -1.77337 -2.24850 4.00836
H -1.70003 -4.90108 -2.62508
H -1.41314 -1.28491 2.06162
H -2.98789 0.75275 -3.93830
H 4.22588 -0.10948 -2.47549
H 2.70088 1.16859 -6.24468
H 0.56577 -2.16559 3.27130
H 0.15257 3.17976 -3.86008
H -1.80989 1.79650 -4.69006
H 0.43182 1.10664 -5.34038
H -3.35041 3.76440 1.98261
H 4.74299 -0.25774 0.46748
H 1.63257 2.32499 -0.91095
H -7.26174 3.24103 0.36893
H 2.92652 4.28726 -0.16182
H -1.72280 4.53911 0.47217
H -5.70669 4.41593 1.88578
H 4.03182 -4.45615 -2.77177
H 4.95064 -5.23555 -0.61159
H -1.53538 -1.98359 6.37546
H -0.75838 0.21389 2.26740
H 6.03190 1.69092 1.19800
H 1.90777 3.29547 3.19752
H 0.14172 -5.03354 -0.92441
H -3.69496 -3.73422 -0.79435
H 0.79252 2.80472 5.34806
H -1.75077 -0.52019 4.40820
H -4.05383 0.72994 -0.95310
H 0.72479 -0.47562 3.82699
H 0.69483 2.99809 1.08473
H 1.08277 -3.12241 0.11845
H 2.78824 -2.35068 -2.89448
H -2.41254 -3.27012 -2.59146
H 3.23996 -1.82358 1.32349
H -1.57084 2.06820 5.36084
*
```

Record 3
C45H50BaFIN5O3PSi | ωB97M-V/def2-TZVPD

Values from the calculation:
Relative energy (zero: lowest compared OMol25 entry of this formula, charge and spin) in kJ/mol: 0.0
Electronic energy in eV: -89749.800
Kohn-Sham gap in eV: 5.375

Structure (ORCA input):
```
! wB97M-V def2-TZVPD RIJCOSX def2/J DEFGRID3
* xyz -2 1
Ba 0.19466 0.17587 0.84337
I -5.26573 -1.52999 -4.95537
P 2.14923 2.48748 1.63469
Si 3.02370 -2.06784 3.12055
F 0.49330 -2.35056 -0.53742
O 2.39913 0.01552 -0.96111
O -0.70839 -0.70849 2.81139
O -3.44764 1.94190 1.25293
N -2.78286 -0.98713 0.90915
N 2.01437 -2.24645 1.77294
N 1.26494 -0.36853 -2.90103
N -2.78681 -0.11300 -1.82100
N -1.84400 -0.69999 -2.59265
C -4.04503 0.86718 1.94494
C -0.72366 -1.63033 3.88500
C 3.32682 4.60347 0.20347
C 2.34798 3.64118 0.22213
C 5.75798 3.06615 3.62881
C 3.44767 5.47603 -0.89718
C -3.06781 -0.30231 2.19417
C 2.76864 -4.54358 1.21791
C -0.26870 4.90533 4.74267
C 3.63856 0.10145 -2.97877
C 1.31443 3.17293 4.22095
C 1.42075 3.48874 -0.85137
C 2.58500 -0.47974 4.03151
C 1.56560 4.37799 -1.95765
C 2.90071 -3.39678 4.47838
C 6.02023 1.34616 1.97601
C 6.55700 2.12962 2.99057
C 2.71878 -5.65119 0.38580
C -1.74888 0.32187 2.67500
C -0.43651 2.43573 -1.88032
C -4.02868 -2.54121 2.84281
C -0.34054 5.23419 3.39721
C 1.27382 3.51869 2.86830
C 0.42764 4.54992 2.46506
C -0.31136 3.30296 -2.99458
C 3.88173 2.43907 2.24398
C 0.66550 4.25523 -3.04335
C -1.86814 1.09708 3.97566
C 2.58501 5.36007 -1.95150
C 4.42819 3.22194 3.25502
C -3.63646 -3.11956 1.57250
C -2.44502 -1.22302 -3.66551
C -3.08811 -2.28874 0.66093
C 2.36848 -0.09549 -2.18566
C 0.40359 2.47441 -0.77846
C 1.24301 -3.43838 -0.18530
C -3.81409 -0.97435 -3.59299
C 1.91874 -5.66584 -0.74826
C 1.17211 -4.52055 -1.02279
C 4.69198 1.49389 1.61114
C -3.77818 -1.25997 3.13369
C -3.97917 -0.27006 -2.40308
C 4.86562 -1.97283 2.67779
C 2.02509 -3.34737 0.99493
C 0.56210 3.87094 5.15257
H -1.62702 -2.23580 3.87744
H 0.60420 3.58780 6.19752
H -2.38244 0.57681 4.80574
H -1.00907 3.20409 -3.82187
H -4.43228 1.20332 2.91864
H -1.00627 6.02124 3.06474
H 0.35655 -0.42439 -2.45762
H -2.39768 2.03957 3.81129
H 1.77013 -0.63941 4.74331
H 4.22530 6.23167 -0.90179
H -1.24679 1.71352 -1.92644
H 3.40598 -4.58403 2.09189
H -1.89146 -1.74825 -4.43080
H 2.66972 6.02562 -2.80617
H -4.89024 0.49265 1.35903
H 1.87045 -6.52900 -1.39925
H 3.45206 -0.09580 4.57841
H 0.35914 4.80359 1.41432
H -2.49056 1.83845 1.44109
H 4.02184 4.69458 1.02980
H -4.88086 0.11655 -1.95232
H -0.87143 1.36229 4.33957
H 6.16836 3.68073 4.42182
H 2.26853 0.29649 3.33486
H 7.59106 2.00198 3.28811
H 5.46545 -1.61312 3.51964
H 3.39675 -4.33217 4.21119
H 0.76344 4.92465 -3.89298
H 3.35939 -3.02691 5.40152
H 0.52476 -4.45162 -1.88908
H 1.85490 -3.63046 4.69554
H 4.41610 -0.53023 -2.55134
H 3.31746 -6.52151 0.63590
H 6.63105 0.59868 1.48506
H 1.92986 2.34047 4.54420
H 3.81619 3.96341 3.75360
H -2.79572 -0.39747 0.06905
H 5.00471 -1.28354 1.84194
H -0.64585 -1.11077 4.84767
H 0.14544 -2.27305 3.74577
H 4.26495 0.86192 0.83652
H -0.87186 5.43888 5.46736
H 3.51986 -0.12805 -4.03745
H 1.26487 -0.39214 -3.90248
H -4.10441 -0.84355 4.08078
H -2.84786 -2.60949 -0.34755
H 3.94496 1.14226 -2.86838
H -4.53492 -3.16641 3.57346
H -3.81221 -4.15901 1.33987
H 5.25596 -2.94576 2.36878
*
```